No. 1
# C77H87BrFNO2P

12 unconnected molecules or ions with the total composition C77H87BrFNO2P (ωB97M-V/def2-TZVPD, the Open Molecules 2025 dataset).

Each line ends with the Mulliken charge.
CARTESIAN COORDINATES (ANGSTROEM)
1 C 0.248 -2.615 1.628  -0.649
2 C -1.295 -2.264 2.108  0.107
3 F -1.407 -0.797 2.452  -0.192
4 C -2.387 -2.666 0.907  0.293
5 P -1.774 -1.832 -0.697  0.472
6 O -2.675 -2.320 -2.106  -0.462
7 Br -2.188 0.442 -0.549  -0.262
8 C -3.884 -2.185 1.372  -1.353
9 C -5.116 -2.962 0.624  1.387
10 C -5.997 -1.767 -0.149  -1.148
11 C -6.109 -3.554 1.786  -1.374
12 N -4.722 -3.936 -0.454  0.679
13 O -5.794 -4.620 -0.899  -0.558
14 C -3.667 -4.926 -0.036  1.552
15 C -2.969 -5.465 -1.459  -1.078
16 C -4.217 -6.274 0.716  -1.052
17 C -2.430 -4.317 0.850  -1.660
18 H 0.877 -1.643 1.341  0.276
19 H 0.748 -3.223 2.509  0.277
20 H 0.291 -3.318 0.672  -0.023
21 H -1.642 -2.888 3.057  0.377
22 H -3.634 -2.034 -2.057  0.273
23 H -3.973 -2.457 2.531  0.347
24 H -3.931 -1.016 1.317  0.122
25 H -7.141 -2.021 -0.111  0.320
26 H -5.857 -0.715 0.343  0.280
27 H -5.695 -1.778 -1.304  0.252
28 H -5.597 -4.338 2.503  0.321
29 H -6.457 -2.643 2.461  0.348
30 H -7.097 -3.981 1.272  0.307
31 H -2.738 -6.629 -1.408  0.237
32 H -3.709 -5.224 -2.364  0.250
33 H -1.993 -4.847 -1.681  0.098
34 H -3.340 -6.731 1.371  0.263
35 H -5.219 -6.149 1.305  -0.026
36 H -4.433 -7.098 -0.121  0.359
37 H -2.467 -4.681 1.971  0.472
38 H -1.384 -4.710 0.428  0.217
39 C 5.247 -3.168 0.743  0.289
40 C 5.964 -4.364 0.720  -0.549
41 C 5.376 -5.522 0.212  -0.292
42 C 4.072 -5.482 -0.282  -0.617
43 C 3.356 -4.285 -0.263  -0.237
44 C 3.941 -3.129 0.253  -0.613
45 H 5.705 -2.267 1.142  0.058
46 H 6.983 -4.394 1.099  0.388
47 H 5.932 -6.455 0.201  0.373
48 H 3.614 -6.383 -0.683  0.389
49 H 2.340 -4.253 -0.650  0.421
50 H 3.381 -2.198 0.273  0.374
51 C 9.895 0.101 2.516  -0.433
52 C 8.954 -0.669 3.198  -0.487
53 C 7.617 -0.652 2.800  -0.528
54 C 7.224 0.128 1.713  -0.342
55 C 8.166 0.895 1.028  -0.615
56 C 9.501 0.886 1.432  -0.351
57 H 10.936 0.091 2.829  0.381
58 H 9.262 -1.282 4.041  0.384
59 H 6.883 -1.247 3.336  0.475
60 H 6.183 0.138 1.399  0.499
61 H 7.859 1.502 0.179  0.418
62 H 10.233 1.488 0.902  0.598
63 C 1.302 2.466 6.242  -0.172
64 C 1.537 1.168 5.791  -0.372
65 C 0.692 0.595 4.841  -0.471
66 C -0.383 1.325 4.335  -0.217
67 C -0.616 2.625 4.783  -0.554
68 C 0.224 3.194 5.740  -0.555
69 H 1.959 2.911 6.985  0.189
70 H 2.379 0.601 6.181  0.415
71 H 0.871 -0.419 4.495  0.372
72 H -1.039 0.881 3.591  0.572
73 H -1.453 3.194 4.387  0.428
74 H 0.039 4.205 6.093  0.389
75 C 0.551 5.293 1.574  -0.446
76 C -0.026 6.374 0.907  -0.672
77 C -1.015 6.154 -0.052  -0.262
78 C -1.433 4.854 -0.337  -0.489
79 C -0.858 3.775 0.333  -0.031
80 C 0.137 3.993 1.285  -0.584
81 H 1.324 5.464 2.319  0.395
82 H 0.296 7.387 1.134  0.387
83 H -1.459 6.996 -0.576  0.561
84 H -2.207 4.684 -1.081  0.486
85 H -1.186 2.762 0.112  0.038
86 H 0.588 3.151 1.803  0.534
87 C 12.855 0.710 -2.473  -0.435
88 C 11.759 0.539 -1.627  -0.245
89 C 10.464 0.637 -2.135  -0.129
90 C 10.264 0.898 -3.491  -0.535
91 C 11.360 1.065 -4.337  -0.324
92 C 12.655 0.976 -3.828  -0.386
93 H 13.864 0.637 -2.076  0.354
94 H 11.914 0.329 -0.572  0.383
95 H 9.610 0.510 -1.475  0.266
96 H 9.255 0.970 -3.887  0.359
97 H 11.204 1.267 -5.394  0.352
98 H 13.509 1.112 -4.486  0.347
99 C -7.996 -9.307 4.130  -0.350
100 C -7.216 -10.025 3.224  -0.393
101 C -6.864 -9.455 2.001  -0.404
102 C -7.285 -8.162 1.687  -0.321
103 C -8.062 -7.443 2.594  -0.311
104 C -8.422 -8.016 3.814  -0.479
105 H -8.273 -9.752 5.082  0.355
106 H -6.883 -11.029 3.472  0.351
107 H -6.262 -10.018 1.292  0.367
108 H -7.006 -7.717 0.736  0.473
109 H -8.388 -6.435 2.350  0.358
110 H -9.032 -7.457 4.518  0.363
111 C -1.510 6.762 -5.782  -0.234
112 C -0.967 7.700 -4.905  -0.522
113 C -0.293 7.277 -3.759  -0.446
114 C -0.153 5.914 -3.497  -0.339
115 C -0.693 4.976 -4.376  -0.578
116 C -1.375 5.399 -5.516  -0.251
117 H -2.038 7.092 -6.673  0.313
118 H -1.070 8.762 -5.113  0.383
119 H 0.124 8.008 -3.073  0.411
120 H 0.376 5.584 -2.607  0.484
121 H -0.583 3.914 -4.172  0.406
122 H -1.800 4.668 -6.198  0.366
123 C -5.583 7.484 0.888  -0.435
124 C -6.666 6.630 0.682  -0.360
125 C -6.717 5.831 -0.460  -0.452
126 C -5.680 5.880 -1.392  -0.453
127 C -4.596 6.732 -1.184  -0.308
128 C -4.549 7.537 -0.047  -0.337
129 H -5.545 8.109 1.776  0.354
130 H -7.470 6.587 1.411  0.359
131 H -7.564 5.171 -0.624  0.363
132 H -5.718 5.254 -2.280  0.392
133 H -3.787 6.768 -1.910  0.535
134 H -3.706 8.205 0.112  0.358
135 C -5.133 5.668 -6.735  -0.124
136 C -6.511 5.835 -6.600  -0.456
137 C -7.309 5.989 -7.733  -0.413
138 C -6.731 5.968 -9.002  -0.338
139 C -5.353 5.797 -9.137  -0.551
140 C -4.553 5.652 -8.004  -0.148
141 H -4.510 5.551 -5.852  0.338
142 H -6.962 5.845 -5.611  0.366
143 H -8.382 6.126 -7.627  0.353
144 H -7.354 6.084 -9.885  0.352
145 H -4.903 5.779 -10.127  0.345
146 H -3.479 5.525 -8.110  0.285
147 C 5.441 3.639 9.183  -0.424
148 C 6.539 4.321 8.660  -0.372
149 C 6.870 4.183 7.313  -0.365
150 C 6.096 3.370 6.485  -0.608
151 C 4.995 2.691 7.007  -0.051
152 C 4.670 2.822 8.357  -0.220
153 H 5.185 3.745 10.234  0.351
154 H 7.138 4.960 9.304  0.351
155 H 7.730 4.709 6.907  0.359
156 H 6.350 3.266 5.433  0.410
157 H 4.391 2.058 6.361  0.181
158 H 3.815 2.288 8.764  0.385
159 C -0.973 -5.990 -5.116  -0.423
160 C -0.479 -7.198 -5.609  -0.399
161 C 0.863 -7.530 -5.426  -0.357
162 C 1.710 -6.657 -4.742  -0.419
163 C 1.215 -5.451 -4.246  -0.390
164 C -0.125 -5.115 -4.437  -0.365
165 H -2.018 -5.730 -5.262  0.374
166 H -1.141 -7.880 -6.136  0.360
167 H 1.248 -8.468 -5.816  0.358
168 H 2.754 -6.918 -4.595  0.371
169 H 1.875 -4.772 -3.712  0.413
170 H -0.508 -4.173 -4.056  0.470

The calculation puts the electronic energy at -168887.4213 eV. Its total charge is 0. As for the LUMO energy (alpha / beta): 0.2 / -0.9 eV. For the orbital gap (alpha / beta), the calculation gives 9.153 / 8.142 eV. Its multiplicity is 2. For the HOMO energy (alpha / beta), the calculation gives -9.00 / -9.00 eV.



No. 2
# C78H162N6O12

12 unconnected molecules or ions with the total composition C78H162N6O12 (ωB97M-V/def2-TZVPD, the Open Molecules 2025 dataset).

Each line ends with the Mulliken charge.
CARTESIAN COORDINATES (ANGSTROEM)
1 C -2.351 5.895 0.424  -1.796
2 C -1.424 5.263 1.400  2.090
3 C -0.149 6.085 1.405  -2.122
4 C 0.855 5.691 2.525  0.838
5 C 0.089 5.753 3.876  -2.274
6 C -1.195 5.006 3.955  2.389
7 N -2.029 5.360 2.784  -0.444
8 O -3.086 4.467 2.871  -0.226
9 C -1.007 3.509 4.198  0.057
10 C -1.940 5.581 5.171  -1.881
11 C -1.193 3.781 0.963  0.665
12 H -3.359 5.497 0.534  0.307
13 H -2.001 5.772 -0.607  0.263
14 H -2.328 6.961 0.677  0.543
15 H 0.351 5.926 0.449  0.321
16 H -0.352 7.152 1.509  0.530
17 H 1.690 6.440 2.476  0.646
18 H 1.360 4.744 2.395  -0.748
19 H -0.130 6.773 4.037  0.598
20 H 0.755 5.454 4.692  0.422
21 H -0.202 3.122 3.558  -0.414
22 H -0.701 3.344 5.256  0.022
23 H -1.865 2.892 4.069  -0.304
24 H -1.279 5.575 6.100  0.307
25 H -2.397 6.571 4.993  0.456
26 H -2.768 4.894 5.472  0.189
27 H -1.143 3.677 -0.128  -0.345
28 H -2.058 3.233 1.393  -0.179
29 H -0.220 3.418 1.300  -0.420
30 H -3.848 5.055 3.017  0.379
31 C 1.604 -6.701 4.692  -1.989
32 C 0.785 -5.838 3.677  2.884
33 C 1.450 -5.776 2.309  -0.871
34 C 1.429 -7.108 1.570  -1.344
35 C -0.054 -7.594 1.431  -1.186
36 C -0.762 -7.665 2.788  2.100
37 N -0.562 -6.272 3.427  0.039
38 O -1.195 -6.323 4.703  -0.561
39 C -2.242 -7.786 2.460  -2.020
40 C -0.403 -8.866 3.655  -1.741
41 C 0.682 -4.413 4.261  -2.558
42 H 1.839 -7.710 4.415  0.363
43 H 1.191 -6.748 5.728  0.346
44 H 2.548 -6.267 4.795  0.530
45 H 0.702 -5.218 1.747  -0.093
46 H 2.410 -5.271 2.356  0.594
47 H 2.039 -7.884 2.096  0.407
48 H 1.865 -6.974 0.585  0.497
49 H -0.170 -8.485 0.889  0.678
50 H -0.481 -6.700 0.932  0.034
51 H -2.448 -8.497 1.615  0.342
52 H -2.754 -8.250 3.286  0.440
53 H -2.689 -6.830 2.300  0.441
54 H 0.634 -9.127 3.934  0.236
55 H -0.852 -8.720 4.626  0.474
56 H -0.819 -9.740 3.185  0.441
57 H 1.661 -3.879 4.129  0.445
58 H 0.424 -4.384 5.357  0.397
59 H 0.045 -3.784 3.679  0.455
60 H -1.888 -5.621 4.760  0.335
61 C 1.871 0.867 8.226  -2.292
62 C 0.911 1.648 7.332  2.408
63 C 1.314 1.366 5.850  -0.887
64 C 0.850 0.008 5.286  -0.328
65 C -0.643 -0.045 5.487  0.087
66 C -1.054 0.077 6.953  2.120
67 N -0.543 1.379 7.471  0.760
68 O -0.889 1.522 8.800  -0.555
69 C -2.586 0.134 7.103  -2.102
70 C -0.571 -1.133 7.710  -2.092
71 C 1.015 3.147 7.631  -2.299
72 H 1.440 0.786 9.223  0.538
73 H 2.828 1.360 8.347  0.496
74 H 2.025 -0.152 7.954  0.330
75 H 0.906 2.111 5.191  -0.078
76 H 2.374 1.572 5.898  0.692
77 H 1.362 -0.736 5.875  0.547
78 H 1.139 -0.077 4.212  -0.790
79 H -0.972 -1.057 5.132  0.528
80 H -1.164 0.767 4.912  -1.037
81 H -2.671 -0.169 8.163  0.491
82 H -3.066 1.060 6.815  0.234
83 H -3.024 -0.624 6.511  0.479
84 H -1.260 -1.944 7.517  0.506
85 H 0.416 -1.491 7.406  0.248
86 H -0.600 -0.930 8.776  0.369
87 H 1.914 3.663 7.338  0.335
88 H 0.964 3.298 8.727  0.494
89 H 0.169 3.691 7.247  0.481
90 H -1.354 2.364 8.803  0.332
91 C 5.347 4.267 -2.229  -1.803
92 C 4.710 3.052 -1.530  1.969
93 C 4.533 3.347 -0.019  -1.127
94 C 3.487 4.402 0.185  -1.619
95 C 2.152 3.720 -0.218  0.240
96 C 2.178 3.339 -1.694  3.080
97 N 3.335 2.487 -1.994  0.941
98 O 3.385 2.132 -3.408  -0.471
99 C 0.861 2.508 -1.882  -0.537
100 C 2.126 4.598 -2.546  -2.401
101 C 5.562 1.827 -1.624  -1.929
102 H 5.492 4.077 -3.306  0.394
103 H 6.352 4.324 -1.789  0.417
104 H 4.889 5.237 -2.148  0.320
105 H 4.130 2.463 0.446  -0.243
106 H 5.513 3.555 0.391  0.868
107 H 3.689 5.340 -0.260  0.694
108 H 3.338 4.752 1.146  0.607
109 H 1.341 4.355 -0.047  -1.304
110 H 1.975 2.841 0.372  -0.294
111 H 0.940 1.443 -1.650  -0.308
112 H 0.069 3.030 -1.329  -0.376
113 H 0.580 2.493 -2.972  0.462
114 H 2.575 5.466 -2.095  0.291
115 H 2.597 4.420 -3.545  0.287
116 H 1.087 4.869 -2.759  0.499
117 H 6.569 2.046 -1.305  0.531
118 H 5.656 1.364 -2.633  0.343
119 H 5.204 0.976 -0.947  0.081
120 H 3.317 1.171 -3.422  0.225
121 C 3.446 -0.295 -7.570  -1.874
122 C 2.256 0.538 -7.154  1.641
123 C 2.378 2.050 -7.508  -0.706
124 C 2.098 2.334 -8.940  -0.988
125 C 0.838 1.764 -9.498  -1.195
126 C 0.574 0.281 -9.119  1.538
127 N 0.953 0.055 -7.708  0.746
128 O 0.843 -1.316 -7.444  -0.298
129 C -0.885 0.005 -9.262  -2.055
130 C 1.290 -0.624 -10.070  -1.471
131 C 2.192 0.522 -5.612  -1.722
132 H 3.394 -1.334 -7.167  0.115
133 H 4.430 0.192 -7.337  0.419
134 H 3.558 -0.426 -8.629  0.471
135 H 1.712 2.697 -6.958  0.396
136 H 3.458 2.230 -7.346  0.367
137 H 2.859 1.865 -9.563  0.335
138 H 2.225 3.429 -9.067  0.382
139 H 0.902 1.906 -10.579  0.396
140 H -0.011 2.433 -9.265  0.444
141 H -1.182 -1.026 -9.014  0.274
142 H -1.515 0.737 -8.734  0.367
143 H -1.143 0.170 -10.299  0.557
144 H 2.371 -0.586 -10.083  0.293
145 H 1.043 -1.703 -9.815  0.220
146 H 0.807 -0.476 -11.060  0.475
147 H 1.551 1.277 -5.222  0.391
148 H 3.256 0.633 -5.249  0.205
149 H 1.897 -0.489 -5.263  0.147
150 H 0.409 -1.345 -6.596  0.141
151 C 2.085 -1.970 -2.509  -1.484
152 C 1.725 -1.896 -1.009  2.057
153 C 2.616 -0.954 -0.282  -0.246
154 C 2.058 -0.507 1.147  -0.566
155 C 0.654 0.094 1.095  0.161
156 C -0.304 -0.862 0.324  2.248
157 N 0.365 -1.271 -0.942  0.273
158 O -0.542 -2.083 -1.670  1.897
159 C -0.693 -1.976 1.299  -1.576
160 C -1.524 -0.032 0.035  -1.986
161 C 1.849 -3.347 -0.446  -1.601
162 H 3.099 -2.288 -2.607  0.852
163 H 2.008 -1.028 -3.031  -0.327
164 H 1.439 -2.707 -2.952  -0.224
165 H 3.581 -1.362 -0.130  1.051
166 H 2.653 -0.079 -0.886  -0.975
167 H 2.756 0.255 1.495  0.343
168 H 2.125 -1.317 1.905  0.213
169 H 0.651 1.055 0.579  -0.963
170 H 0.285 0.230 2.091  0.037
171 H 0.112 -2.453 1.766  0.066
172 H -1.254 -1.540 2.142  0.242
173 H -1.300 -2.725 0.787  0.169
174 H -1.922 0.376 0.958  0.522
175 H -1.379 0.745 -0.673  0.338
176 H -2.425 -0.584 -0.331  -0.150
177 H 2.797 -3.834 -0.696  0.472
178 H 0.968 -3.970 -0.605  -0.008
179 H 1.912 -3.361 0.682  -0.173
180 H -0.873 -1.502 -2.416  -0.827
181 C -5.359 0.555 3.039  -0.894
182 C -4.783 1.117 4.351  0.495
183 C -5.229 2.525 4.303  0.325
184 O -5.755 2.817 3.010  -0.504
185 C -5.448 1.745 2.109  0.450
186 H -6.402 0.132 3.143  0.273
187 H -4.749 -0.218 2.641  0.411
188 H -3.722 0.924 4.371  -0.608
189 H -5.189 0.603 5.252  0.432
190 H -4.414 3.229 4.505  -0.527
191 H -5.998 2.754 5.073  0.320
192 H -4.512 1.945 1.561  -0.354
193 H -6.312 1.596 1.394  0.226
194 C -2.570 -1.155 -5.534  -0.551
195 C -3.957 -0.622 -4.900  -0.731
196 C -3.568 -0.675 -3.438  0.499
197 O -2.141 -0.397 -3.333  -0.175
198 C -1.558 -0.515 -4.638  0.933
199 H -2.447 -0.835 -6.558  0.301
200 H -2.443 -2.246 -5.547  0.117
201 H -4.844 -1.164 -5.178  0.484
202 H -3.968 0.452 -5.184  0.166
203 H -3.797 -1.606 -3.010  -0.010
204 H -4.009 0.122 -2.849  -0.073
205 H -0.619 -1.121 -4.611  -0.827
206 H -1.301 0.441 -5.084  0.175
207 C -2.878 -5.881 -2.033  0.027
208 C -4.259 -6.131 -2.612  -0.928
209 C -4.244 -5.165 -3.791  -0.518
210 O -3.604 -3.995 -3.288  -0.330
211 C -2.876 -4.346 -2.059  1.022
212 H -2.148 -6.157 -2.775  0.062
213 H -2.726 -6.283 -1.039  0.277
214 H -4.996 -5.806 -1.893  0.312
215 H -4.597 -7.107 -2.916  0.418
216 H -5.312 -4.898 -4.030  0.372
217 H -3.865 -5.507 -4.752  0.253
218 H -3.328 -3.941 -1.152  0.367
219 H -1.880 -3.875 -2.039  -1.297
220 C -5.444 4.288 -2.645  -0.525
221 C -3.979 4.031 -3.182  -0.963
222 C -3.530 2.841 -2.338  1.189
223 O -4.719 2.025 -2.309  -0.525
224 C -5.903 2.855 -2.303  -0.539
225 H -5.992 4.873 -3.411  0.392
226 H -5.419 4.910 -1.722  0.186
227 H -3.320 4.845 -3.086  0.462
228 H -4.034 3.654 -4.171  0.419
229 H -3.307 3.120 -1.287  -0.664
230 H -2.789 2.226 -2.798  -0.052
231 H -6.275 2.794 -1.305  0.139
232 H -6.632 2.435 -2.967  0.324
233 C 3.770 2.609 3.686  1.622
234 C 5.250 2.289 3.435  -0.175
235 C 5.972 2.650 4.757  -0.434
236 O 4.968 3.233 5.612  -0.480
237 C 3.821 3.563 4.846  0.877
238 H 3.282 1.692 3.950  -0.339
239 H 3.246 2.964 2.766  -1.042
240 H 5.612 2.874 2.579  -0.164
241 H 5.421 1.180 3.165  0.241
242 H 6.793 3.415 4.668  0.287
243 H 6.392 1.762 5.280  0.219
244 H 3.965 4.635 4.431  0.368
245 H 2.877 3.449 5.374  -0.912
246 C 0.668 -4.396 -5.576  -0.345
247 C -0.196 -4.696 -4.355  1.722
248 C 0.679 -5.723 -3.614  -0.250
249 O 1.481 -6.397 -4.597  -0.485
250 C 1.284 -5.789 -5.856  -0.711
251 H 1.489 -3.723 -5.319  0.028
252 H 0.147 -4.098 -6.441  0.429
253 H -1.152 -5.259 -4.615  -0.309
254 H -0.489 -3.925 -3.667  -0.949
255 H 0.125 -6.523 -3.118  0.209
256 H 1.256 -5.264 -2.773  0.029
257 H 0.560 -6.374 -6.420  0.293
258 H 2.241 -5.783 -6.410  0.357

The calculation puts the electronic energy at -117012.3174 eV. Its total charge is 0. As for the LUMO energy: 0.5 eV. For the orbital gap, the calculation gives 8.764 eV. Its multiplicity is 1. Its SMILES is CC1(C)CCCC(C)(C)N1O.CC1(C)CCCC(C)(C)N1O.CC1(C)CCCC(C)(C)N1O.CC1(C)CCCC(C)(C)N1O.CC1(C)CCCC(C)(C)N1O.CC1(C)CCCC(C)(C)N1O.C1CCOC1.C1CCOC1.C1CCOC1.C1CCOC1.C1CCOC1.C1CCOC1. For the HOMO energy, the calculation gives -8.30 eV.



Number 1: strongest force on any atom 3.8 eV Å⁻¹. Number 2: strongest force on any atom 3.7 eV Å⁻¹.